ORCA calculation (ωB97M-V/def2-TZVPD) on a cluster of 2 separate species, C3H4INOS in total at a distorted geometry.

Each line ends with the Löwdin charge.
Geometry (Å):
C1 0.41926 -0.30105 -0.73672  -0.491
C2 1.06945 0.22637 0.45218  -0.189
C3 -0.56089 -1.49207 -0.62799  -0.001
N1 2.05771 0.18999 1.09250  0.271
O1 0.66282 0.35696 -1.74570  0.090
S1 -2.77562 3.29001 0.41605  -0.458
I1 -0.95190 2.22786 1.36202  0.364
H1 -0.59002 -2.03319 0.34213  0.089
H2 -0.14091 -2.05483 -1.54891  0.122
H3 -1.57557 -1.01042 -0.90319  0.123
H4 2.38566 0.60038 1.89762  0.079

Results
Total charge   0
Spin multiplicity   1
Highest occupied orbital energy (spin up / spin down)   -7.47 / -7.48 eV
Relative energy (zero: lowest compared OMol25 entry of this formula, charge and spin)   90.5 kcal/mol

=====

ORCA calculation (ωB97M-V/def2-TZVPD) on the molecule C3H8N2O at a distorted geometry.

Each line ends with the Löwdin charge.
Geometry (Å):
C1 -0.22696 -1.40721 -0.41696  -0.044
C2 1.18073 -0.98492 -0.09560  -0.258
C3 -1.09747 0.85803 0.32156  -0.176
N1 1.10339 0.25670 0.85217  -0.124
N2 0.23092 1.23033 0.41812  -0.089
O1 -1.87957 1.59487 -0.56341  -0.008
H1 -0.35197 -1.36500 -1.47522  0.017
H2 -0.62809 -2.12074 0.28948  0.027
H3 1.92032 -1.70662 0.38431  0.122
H4 1.63999 -0.39151 -0.84374  0.068
H5 -1.61001 0.69516 1.20186  0.094
H6 0.83880 0.08854 1.89061  0.144
H7 0.45680 1.60929 -0.46767  0.112
H8 -1.57687 1.64308 -1.49550  0.116

Results
Total charge   0
Spin multiplicity   1
Highest occupied orbital energy (spin up / spin down)   -7.41 / -7.41 eV
Relative energy (zero: lowest compared OMol25 entry of this formula, charge and spin)   130.6 kcal/mol

=====

ORCA calculation (ωB97M-V/def2-TZVPD) on the molecule C15H25NO2.

Each line ends with the Löwdin charge.
Geometry (Å):
C1 3.78599 2.06577 1.04703  -0.079
C2 3.67128 0.54482 1.14196  -0.252
N1 2.97580 0.00740 -0.01519  -0.211
C3 3.84585 -0.45401 -1.07498  -0.250
C4 4.55249 -1.79370 -0.82693  -0.083
C5 1.86365 -0.87090 0.28910  -0.211
C6 0.63606 -0.06983 0.73402  -0.168
C7 0.18357 0.93213 -0.32825  -0.166
C8 -0.58129 0.25678 -1.46935  -0.188
O1 -1.72365 -0.44343 -1.02444  -0.033
C9 -2.82308 0.24662 -0.61448  -0.194
C10 -3.04794 1.60074 -0.79471  -0.024
C11 -4.22990 2.18582 -0.35995  -0.098
C12 -5.19388 1.42193 0.25906  -0.101
C13 -4.98614 0.06188 0.45007  -0.027
C14 -3.81350 -0.53521 0.02363  -0.200
O2 -3.50712 -1.85757 0.16848  -0.070
C15 -4.45614 -2.69828 0.77160  -0.089
H1 2.79665 2.51254 1.00321  0.065
H2 4.32982 2.34958 0.14971  0.066
H3 4.31326 2.45942 1.91283  0.068
H4 3.11936 0.28603 2.04884  0.111
H5 4.67794 0.11581 1.24027  0.108
H6 3.24390 -0.53407 -1.98629  0.113
H7 4.59664 0.32271 -1.24263  0.111
H8 5.15390 -1.75365 0.07854  0.063
H9 5.20714 -2.02510 -1.66325  0.069
H10 3.82737 -2.59702 -0.72229  0.064
H11 1.61314 -1.42572 -0.61656  0.113
H12 2.11206 -1.60682 1.07244  0.123
H13 -0.18030 -0.76169 0.94878  0.115
H14 0.87206 0.47058 1.65205  0.105
H15 1.06068 1.43177 -0.74092  0.110
H16 -0.46142 1.67974 0.13726  0.106
H17 0.03941 -0.51364 -1.93269  0.123
H18 -0.84554 0.98982 -2.24244  0.121
H19 -2.30973 2.21823 -1.28137  0.106
H20 -4.38397 3.24336 -0.51178  0.100
H21 -6.11391 1.87121 0.60053  0.100
H22 -5.75059 -0.52117 0.93870  0.102
H23 -4.66440 -2.39886 1.80482  0.096
H24 -5.39401 -2.72158 0.20608  0.096
H25 -4.01152 -3.69244 0.76949  0.093

Results
Total charge   0
Spin multiplicity   1
Structure (SMILES)   CCN(CC)CCCCOc1ccccc1OC
Highest occupied orbital energy   -7.95 eV
Relative energy (zero: lowest compared OMol25 entry of this formula, charge and spin)   46.7 kcal/mol

=====

ORCA calculation (ωB97M-V/def2-TZVPD) on a cluster of 3 separate species, C5H16NO in total at a distorted geometry.

Each line ends with the Löwdin charge.
Geometry (Å):
C1 0.94163 0.09563 0.79803  0.280
C2 1.05405 0.27241 -0.67660  -0.419
C3 2.32821 -0.32766 -1.31950  0.021
C4 -0.24197 -0.17846 -1.36833  -0.248
C5 -0.90342 -1.50901 -1.21132  -0.104
N1 -1.21918 1.77780 1.90224  0.055
H1 1.57736 0.73502 1.43962  0.134
H2 1.13150 -0.93822 1.09479  0.130
H3 1.08451 1.35404 -0.90426  0.146
H4 2.19264 -0.48329 -2.37754  0.104
H5 3.03176 0.49603 -1.18260  0.102
H6 2.63654 -1.24423 -0.84641  0.092
H7 -0.95774 0.60880 -0.88417  0.122
H8 -0.17972 0.23646 -2.51525  0.184
H9 -1.79622 -1.38711 -0.60583  0.053
H10 -1.14909 -2.07580 -2.16447  0.104
H11 -0.25130 -2.26546 -0.54287  0.124
H12 -0.22687 1.37941 1.40945  0.067
H13 -0.84627 2.44745 2.54027  0.036
H14 -1.52690 2.53666 1.19855  0.107
H15 -2.06979 0.21609 1.92938  -0.081
H16 -2.03473 -1.16100 2.46075  0.080
O1 -2.57500 -0.58557 1.82606  -0.088

Results
Total charge   +1
Spin multiplicity   1
Highest occupied orbital energy   -14.25 eV
Relative energy (zero: lowest compared OMol25 entry of this formula, charge and spin)   155.7 kcal/mol